No. 1
C38H26AuF12NO2P | wB97M-V/def2-TZVPD

Last column: Mulliken charge in e.
Element x y z (Å)
1 Au 0.339 0.034 0.973  2.130
2 C -6.496 -1.152 -0.646  -1.596
3 C -5.049 -1.311 -0.290  0.202
4 C -4.307 -2.405 -0.718  -1.164
5 C -2.978 -2.516 -0.396  0.125
6 C -2.302 -1.554 0.394  0.316
7 N -0.964 -1.679 0.552  -0.023
8 C -0.386 -2.893 0.724  0.508
9 C -1.107 -3.918 1.382  -0.328
10 C -0.560 -5.147 1.648  -1.175
11 C 0.758 -5.422 1.296  0.381
12 C 1.404 -6.731 1.629  -1.605
13 C 1.486 -4.424 0.661  -0.675
14 C 0.950 -3.185 0.347  -1.267
15 C 1.843 -2.183 -0.391  2.022
16 O 1.363 -0.971 -0.680  -0.385
17 C 2.247 -2.766 -1.779  0.316
18 F 2.677 -4.048 -1.817  -0.302
19 F 3.238 -2.064 -2.338  -0.268
20 F 1.209 -2.728 -2.618  -0.260
21 C 3.161 -2.021 0.445  0.469
22 F 3.778 -0.866 0.193  -0.229
23 F 4.094 -2.978 0.232  -0.322
24 F 2.922 -2.051 1.766  -0.261
25 C -3.074 -0.461 0.857  -0.954
26 C -4.403 -0.353 0.478  -0.325
27 C -2.523 0.626 1.787  1.761
28 O -1.308 0.467 2.323  -1.298
29 C -3.426 0.763 3.055  0.417
30 F -2.986 1.748 3.842  -0.265
31 F -4.746 1.016 2.895  -0.259
32 F -3.380 -0.365 3.771  -0.292
33 C -2.601 1.976 0.988  0.579
34 F -1.768 2.903 1.461  -0.306
35 F -3.825 2.554 0.995  -0.296
36 F -2.299 1.812 -0.312  -0.249
37 H -6.930 -2.113 -0.915  0.386
38 H -6.598 -0.479 -1.498  0.295
39 H -7.057 -0.724 0.183  0.370
40 H -4.779 -3.167 -1.323  0.360
41 H -2.402 -3.345 -0.783  0.550
42 H -2.113 -3.694 1.708  0.581
43 H -1.151 -5.901 2.150  0.357
44 H 0.657 -7.500 1.818  0.369
45 H 2.021 -6.624 2.522  0.306
46 H 2.057 -7.056 0.821  0.373
47 H 2.512 -4.644 0.412  0.499
48 H -4.979 0.503 0.791  0.528
49 C 2.061 0.271 -4.110  -0.659
50 C 3.006 0.809 -3.253  -0.649
51 C 2.613 1.464 -2.101  -0.167
52 C 1.262 1.588 -1.812  0.324
53 C 0.311 1.049 -2.671  0.067
54 C 0.710 0.395 -3.821  -0.764
55 P 0.642 2.420 -0.314  0.191
56 C 0.630 4.161 -0.894  0.605
57 C 0.741 5.184 0.045  -0.616
58 C 0.670 6.506 -0.355  -0.764
59 C 0.435 6.821 -1.684  -0.520
60 C 0.281 5.806 -2.614  -0.629
61 C 0.377 4.483 -2.224  -0.658
62 C 2.024 2.367 0.860  0.327
63 C 3.059 3.277 1.052  0.058
64 C 3.957 3.064 2.084  -0.799
65 C 3.810 1.970 2.924  -0.697
66 C 2.784 1.056 2.716  -0.833
67 C 1.893 1.240 1.678  -0.729
68 H 2.379 -0.278 -4.985  0.361
69 H 4.058 0.690 -3.469  0.408
70 H 3.351 1.841 -1.408  0.358
71 H -0.738 1.124 -2.412  0.303
72 H -0.028 -0.039 -4.481  0.427
73 H 0.885 4.931 1.087  0.573
74 H 0.794 7.292 0.376  0.394
75 H 0.362 7.856 -1.990  0.377
76 H 0.084 6.047 -3.649  0.412
77 H 0.264 3.693 -2.954  0.348
78 H 3.157 4.151 0.420  0.564
79 H 4.767 3.765 2.243  0.415
80 H 4.495 1.828 3.752  0.374
81 H 2.685 0.201 3.371  0.502

The frontier orbital gap is 5.463 eV. The LUMO energy is 0.0455 hartree. Its charge is -1. Its spin multiplicity is 1. Its HOMO energy is -4.22 eV. The energy above the lowest of the compared OMol25 structures with the same formula, charge and spin is 0.0 kcal/mol. Its total energy is -91005.8859 eV.

***

No. 2
C38H26ClN8O6SYb | wB97M-V/def2-TZVPD

Last column: Mulliken charge in e.
Element x y z (Å)
1 Yb 0.846 -1.011 1.726  0.590
2 Cl -3.245 4.483 0.816  -0.201
3 C -2.210 3.341 1.600  0.134
4 C -0.919 3.740 1.958  -0.676
5 C -0.044 2.821 2.471  -0.350
6 C -0.376 1.450 2.590  0.214
7 O 0.538 0.604 2.919  -0.598
8 C -1.735 1.075 2.301  0.686
9 C -2.170 -0.282 2.363  0.167
10 N -1.330 -1.274 2.419  0.148
11 C -1.691 -2.602 2.279  0.710
12 C -2.952 -3.071 1.930  -1.012
13 C -3.156 -4.411 1.608  -0.850
14 C -2.121 -5.312 1.628  -1.070
15 C -0.833 -4.902 2.032  1.377
16 C 0.281 -5.770 2.064  -0.792
17 C 1.497 -5.298 2.495  -0.903
18 C 1.610 -3.958 2.874  0.022
19 N 0.605 -3.094 2.802  -0.350
20 C -0.615 -3.546 2.396  0.492
21 C -2.627 2.054 1.822  -1.227
22 H -0.611 4.761 1.805  0.486
23 H 0.966 3.102 2.731  0.485
24 H -3.249 -0.449 2.317  0.338
25 H -3.783 -2.385 1.860  0.313
26 H -4.144 -4.727 1.310  0.421
27 H -2.272 -6.337 1.325  0.426
28 H 0.162 -6.795 1.742  0.442
29 H 2.367 -5.936 2.534  0.432
30 H 2.554 -3.573 3.256  0.380
31 H -3.634 1.767 1.562  0.468
32 O 2.310 -1.708 -3.663  -0.678
33 C 1.048 -2.134 -3.566  0.617
34 C 0.348 -2.407 -4.747  -0.706
35 C -0.962 -2.834 -4.712  -0.387
36 C -1.609 -3.024 -3.494  -0.910
37 C -0.927 -2.785 -2.326  -0.441
38 C 0.397 -2.325 -2.333  0.097
39 C 1.012 -2.004 -1.042  0.256
40 O 0.375 -2.242 0.029  0.541
41 N 2.212 -1.389 -1.041  -1.184
42 N 2.573 -1.048 0.211  0.331
43 C 3.571 -0.268 0.472  -0.521
44 C 3.762 0.059 1.876  0.973
45 C 4.605 1.090 2.303  -0.964
46 C 4.668 1.395 3.650  -0.334
47 C 3.918 0.646 4.550  -0.934
48 C 3.120 -0.372 4.052  0.121
49 N 3.029 -0.664 2.758  -0.161
50 H 2.629 -1.472 -2.762  0.520
51 H 0.864 -2.252 -5.680  0.467
52 H -1.494 -3.016 -5.634  0.403
53 H -2.640 -3.347 -3.471  0.431
54 H -1.399 -2.951 -1.369  0.356
55 H 4.219 0.164 -0.290  0.383
56 H 5.178 1.654 1.584  0.469
57 H 5.279 2.213 3.999  0.447
58 H 3.941 0.848 5.610  0.416
59 H 2.519 -0.990 4.714  0.414
60 O 1.017 6.961 -3.033  -0.670
61 S 0.135 6.816 -4.171  1.165
62 O -0.642 7.981 -4.519  -0.662
63 O 0.663 6.033 -5.279  -0.678
64 C -1.088 5.524 -3.669  0.108
65 N -2.252 5.535 -4.284  -0.494
66 C -3.016 4.470 -4.145  -0.445
67 C -2.628 3.379 -3.377  -0.600
68 C -1.397 3.485 -2.729  0.334
69 N -0.631 4.563 -2.901  -0.293
70 C -0.863 2.457 -1.824  1.111
71 C 0.392 2.643 -1.237  -0.740
72 C 0.863 1.701 -0.345  -1.022
73 N 0.196 0.586 -0.024  1.272
74 C -0.990 0.395 -0.610  -0.578
75 C -1.553 1.289 -1.498  -1.113
76 H -3.967 4.485 -4.659  0.424
77 H -3.259 2.513 -3.290  0.394
78 H 0.953 3.533 -1.483  0.748
79 H 1.823 1.825 0.148  0.330
80 H -1.496 -0.534 -0.359  0.312
81 H -2.515 1.060 -1.924  0.369

The frontier orbital gap (spin up / spin down) is 4.884 / 4.886 eV. The LUMO energy (spin up / spin down) is -0.0774 / -0.0773 hartree. Its charge is 0. Its spin multiplicity is 2. Its HOMO energy (spin up / spin down) is -6.99 / -6.99 eV. The energy above the lowest of the compared OMol25 structures with the same formula, charge and spin is 0.0 kcal/mol. Its total energy is -118924.2509 eV.

***

No. 3
C38H26N9O6SW | wB97M-V/def2-TZVPD

Last column: Mulliken charge in e.
Element x y z (Å)
1 W -0.137 -0.230 -0.209  -1.090
2 C 2.734 -1.789 2.609  -1.106
3 C 2.028 -1.489 1.449  -0.157
4 N 1.032 -0.603 1.440  0.528
5 C 0.675 0.030 2.596  -0.310
6 C 1.351 -0.220 3.808  0.917
7 C 2.408 -1.153 3.781  -0.613
8 C 0.932 0.480 4.957  -0.830
9 C -0.085 1.387 4.850  -1.175
10 C -0.751 1.637 3.638  -0.668
11 C -0.412 0.947 2.492  0.971
12 N -0.952 1.017 1.193  1.539
13 C -2.047 1.789 0.796  0.587
14 C -2.963 2.526 1.547  -0.935
15 C -3.930 3.284 0.909  -1.044
16 C -4.002 3.349 -0.474  -0.788
17 C -3.156 2.567 -1.247  1.257
18 C -3.145 2.590 -2.701  -1.553
19 C -2.446 1.687 -3.379  -1.110
20 C -1.786 0.527 -2.682  0.584
21 N -1.436 0.806 -1.269  1.228
22 C -2.232 1.736 -0.606  0.112
23 H 3.535 -2.513 2.564  0.482
24 H 2.267 -1.956 0.501  0.637
25 H 2.968 -1.357 4.684  0.523
26 H 1.422 0.300 5.904  0.477
27 H -0.398 1.935 5.728  0.428
28 H -1.496 2.412 3.632  0.375
29 H -2.956 2.513 2.623  0.406
30 H -4.633 3.849 1.504  0.433
31 H -4.729 3.983 -0.964  0.484
32 H -3.692 3.373 -3.210  0.462
33 H -2.417 1.693 -4.458  0.688
34 H -2.514 -0.300 -2.675  0.163
35 S -1.589 -1.949 0.741  -0.753
36 C -0.450 -3.148 -0.051  0.360
37 N -0.113 -4.270 0.563  -0.637
38 N -0.628 -4.517 1.731  0.499
39 C -0.212 -5.570 2.532  0.651
40 C 0.645 -6.558 2.042  -0.242
41 C 1.076 -7.561 2.889  -0.551
42 C 0.667 -7.588 4.217  -0.506
43 C -0.196 -6.610 4.696  -0.607
44 C -0.643 -5.605 3.861  -0.494
45 N 0.059 -2.876 -1.230  -1.399
46 N -0.194 -1.626 -1.719  1.206
47 C -0.312 -1.450 -3.013  0.642
48 C -0.347 -2.516 -3.941  -0.790
49 C -0.525 -2.268 -5.262  -0.571
50 C -0.621 -0.918 -5.755  -0.843
51 C -0.587 0.130 -4.924  -1.131
52 C -0.518 -0.019 -3.438  1.826
53 H -1.310 -3.856 2.103  0.232
54 H 0.947 -6.524 1.005  0.428
55 H 1.736 -8.330 2.511  0.383
56 H 1.017 -8.371 4.875  0.391
57 H -0.518 -6.631 5.728  0.375
58 H -1.317 -4.841 4.231  0.370
59 H -0.215 -3.520 -3.560  0.552
60 H -0.552 -3.090 -5.964  0.439
61 H -0.676 -0.757 -6.823  0.461
62 H -0.568 1.137 -5.319  0.701
63 H 0.325 0.585 -3.082  -0.942
64 O 3.462 0.852 -2.107  -0.597
65 C 2.429 1.136 -1.569  -0.287
66 O 1.655 0.222 -0.982  -0.730
67 C 1.878 2.548 -1.650  0.761
68 C 1.326 3.181 -0.544  0.051
69 C 0.802 4.458 -0.685  -0.424
70 C 0.805 5.117 -1.899  -0.598
71 C 1.393 4.481 -2.972  -0.286
72 C 1.946 3.217 -2.864  -0.543
73 N 1.405 5.160 -4.280  1.032
74 O 1.692 4.482 -5.246  -0.597
75 O 1.113 6.336 -4.297  -0.590
76 N 0.227 5.128 0.482  1.162
77 O -0.502 6.074 0.281  -0.621
78 O 0.525 4.689 1.578  -0.608
79 H 1.379 2.743 0.441  0.656
80 H 0.391 6.110 -2.001  0.660
81 H 2.425 2.760 -3.719  0.610

The frontier orbital gap (spin up / spin down) is 5.607 / 6.116 eV. The LUMO energy (spin up / spin down) is -0.1671 / -0.1679 hartree. Its charge is +1. Its spin multiplicity is 3. Its HOMO energy (spin up / spin down) is -10.16 / -10.69 eV. Its total energy is -78174.0212 eV.